No. 1
The following is a quantum chemistry calculation of C10H17MgNO2 as an isolated structure, from the OMol25 dataset.

Values from the calculation:
HOMO energy   -0.247 Ha
LUMO energy   0.05 eV
Gap between HOMO and LUMO   6.762 eV
E_tot   -796.558241 Eh

CARTESIAN COORDINATES (ANGSTROEM)
C: 1.097 -1.385 -1.398
C: 0.377 1.765 -0.740
C: -0.284 -1.265 -0.857
H: 0.955 -1.822 -2.393
C: -0.946 1.642 -0.452
H: 0.999 2.384 -0.083
H: -0.628 -2.130 -0.277
H: -1.375 2.239 0.364
C: -1.343 -0.605 -1.674
H: -2.181 -1.316 -1.712
H: -0.963 -0.491 -2.695
C: 1.967 -0.100 -1.537
H: 2.714 -0.294 -2.323
H: 2.542 0.068 -0.607
C: 1.144 1.167 -1.889
H: 0.487 0.960 -2.740
H: 1.868 1.936 -2.195
C: -1.926 0.780 -1.205
H: -2.296 1.329 -2.091
H: -2.818 0.600 -0.580
Mg: 0.113 0.123 0.758
H: 1.653 -2.098 -0.778
N: -0.635 -1.190 2.138
C: -0.287 -0.515 3.378
C: 0.624 0.778 3.293
O: 0.948 1.205 4.375
O: 0.955 1.210 2.095
H: -1.626 -1.424 2.006
H: -0.150 -2.084 1.970
H: -1.222 -0.216 3.851
H: 0.237 -1.251 3.994

What are the Löwdin partial charges on each atom? They are as follows, in elementary charge units:
1. C -0.28
2. C -0.14
3. C -0.35
4. H 0.10
5. C -0.16
6. H 0.13
7. H 0.06
8. H 0.13
9. C -0.25
10. H 0.10
11. H 0.10
12. C -0.18
13. H 0.11
14. H 0.11
15. C -0.17
16. H 0.11
17. H 0.12
18. C -0.17
19. H 0.12
20. H 0.11
21. Mg 0.65
22. H 0.11
23. N -0.04
24. C -0.15
25. C -0.61
26. O 0.06
27. O -0.11
28. H 0.12
29. H 0.11
30. H 0.13
31. H 0.12


No. 2
The following is a quantum chemistry calculation of one molecule with the formula C5H8O, from the OMol25 dataset.

Values from the calculation:
HOMO energy   -0.346 Ha
LUMO energy   1.01 eV
Gap between HOMO and LUMO   10.430 eV
E_tot   -270.556853 Eh
ΔE to the lowest compared entry with this formula, charge and spin   0.7 kcal per mole

CARTESIAN COORDINATES (ANGSTROEM)
O: -0.619 2.489 -0.069
C: -0.328 1.319 0.003
C: -1.313 0.168 0.185
C: -0.521 -1.097 -0.162
C: 0.966 -0.758 0.100
C: 1.089 0.757 -0.102
H: -1.653 0.175 1.229
H: -2.198 0.336 -0.437
H: -0.842 -1.973 0.408
H: -0.667 -1.331 -1.224
H: 1.618 -1.323 -0.574
H: 1.253 -1.034 1.122
H: 1.745 1.256 0.619
H: 1.469 1.014 -1.098

What are the Löwdin partial charges on each atom? They are as follows, in elementary charge units:
1. O 0.08
2. C -0.40
3. C -0.11
4. C -0.19
5. C -0.19
6. C -0.11
7. H 0.13
8. H 0.12
9. H 0.11
10. H 0.11
11. H 0.10
12. H 0.11
13. H 0.12
14. H 0.12


No. 3
The following is a quantum chemistry calculation of a 2-piece molecular cluster, C3H11NSi2 overall, from the OMol25 dataset.

Values from the calculation:
HOMO energy (alpha / beta)   -0.278 / -0.260 Ha
LUMO energy (alpha / beta)   -0.30 / -0.64 eV
Gap between HOMO and LUMO (alpha / beta)   7.265 / 6.450 eV
E_tot   -754.471491 Eh
ΔE to the lowest compared entry with this formula, charge and spin   69.2 kcal per mole

CARTESIAN COORDINATES (ANGSTROEM)
C: 1.621 0.642 -0.044
C: 0.246 -0.024 0.314
C: 2.570 -0.506 -0.291
N: 0.085 -1.248 -0.450
Si: 1.553 -1.756 -1.172
Si: -4.020 0.898 0.877
H: 1.322 1.207 -0.956
H: 1.830 1.212 0.852
H: 0.054 -0.111 1.406
H: -0.696 0.632 0.212
H: 3.414 -0.139 -0.999
H: 2.968 -0.759 0.623
H: -0.728 -1.739 -0.345
H: 1.519 -1.546 -2.708
H: -5.166 1.219 -0.009
H: -2.635 0.980 0.411
H: -3.937 1.039 2.280

What are the Löwdin partial charges on each atom? They are as follows, in elementary charge units:
1. C -0.25
2. C -0.32
3. C -0.37
4. N -0.18
5. Si 0.62
6. Si 0.62
7. H 0.12
8. H 0.10
9. H 0.10
10. H 0.06
11. H 0.10
12. H 0.03
13. H 0.03
14. H -0.08
15. H -0.17
16. H -0.21
17. H -0.20


No. 4
The following is a quantum chemistry calculation of C4H4FNOS as an isolated structure, from the OMol25 dataset.

Values from the calculation:
HOMO energy   -0.326 Ha
LUMO energy   0.71 eV
Gap between HOMO and LUMO   9.586 eV
E_tot   -782.752394 Eh
ΔE to the lowest compared entry with this formula, charge and spin   65.5 kcal per mole

CARTESIAN COORDINATES (ANGSTROEM)
C: 1.317 0.728 0.338
C: -0.040 0.077 0.035
C: -1.890 0.142 -0.995
C: -0.908 -0.807 0.731
H: 2.249 -1.299 0.113
H: 1.575 1.270 1.579
H: 1.179 1.844 -0.285
H: -2.690 0.126 -1.809
N: -0.673 0.462 -1.166
O: -2.063 -0.811 0.065
F: -0.653 -1.612 1.809
S: 2.595 -0.120 -0.414

What are the Löwdin partial charges on each atom? They are as follows, in elementary charge units:
1. C -0.66
2. C -0.31
3. C -0.14
4. C -0.24
5. H -0.12
6. H 0.17
7. H 0.14
8. H 0.16
9. N 0.12
10. O 0.08
11. F 0.10
12. S 0.72


No. 5
The following is a quantum chemistry calculation of a 2-piece molecular cluster, C4H8 overall, from the OMol25 dataset.

Values from the calculation:
HOMO energy   -0.343 Ha
LUMO energy   1.15 eV
Gap between HOMO and LUMO   10.481 eV
E_tot   -157.039814 Eh
ΔE to the lowest compared entry with this formula, charge and spin   90.4 kcal per mole

CARTESIAN COORDINATES (ANGSTROEM)
C: -1.690 -0.446 -0.035
C: -1.220 0.786 -0.086
C: 0.948 -0.660 0.235
C: 1.897 0.315 -0.060
H: -0.987 -1.339 -0.261
H: -2.823 -0.644 -0.061
H: -0.138 0.654 -0.264
H: -1.716 1.814 0.236
H: 1.054 -1.477 -0.547
H: 0.207 -0.524 0.927
H: 2.842 0.138 -0.701
H: 1.950 1.407 0.348

What are the Löwdin partial charges on each atom? They are as follows, in elementary charge units:
1. C -0.13
2. C -0.11
3. C -0.15
4. C -0.07
5. H 0.06
6. H 0.07
7. H -0.02
8. H 0.11
9. H 0.10
10. H 0.00
11. H 0.07
12. H 0.08


No. 6
The following is a quantum chemistry calculation of C3LiO6Yb as an isolated structure, from the OMol25 dataset.

Values from the calculation:
HOMO energy (alpha / beta)   -0.268 / -0.268 Ha
LUMO energy (alpha / beta)   -2.16 / -2.80 eV
Multiplicity   2
Gap between HOMO and LUMO (alpha / beta)   5.145 / 4.486 eV
E_tot   -1731.950816 Eh
ΔE to the lowest compared entry with this formula, charge and spin   0.0 kcal per mole

CARTESIAN COORDINATES (ANGSTROEM)
O: 0.846 2.037 0.128
C: 1.977 1.575 -0.170
O: 1.814 0.161 -0.116
C: 2.902 -0.831 -0.204
O: 4.030 -0.376 -0.322
O: 2.445 -1.968 -0.123
Yb: -0.452 0.314 0.296
C: -3.813 0.179 0.273
O: -4.883 -0.384 0.163
O: -2.663 -0.353 0.155
Li: -3.786 -2.091 -0.314

What are the Löwdin partial charges on each atom? They are as follows, in elementary charge units:
1. O -0.30
2. C -0.23
3. O -0.27
4. C -0.79
5. O 0.02
6. O -0.04
7. Yb 1.53
8. C -0.42
9. O -0.04
10. O -0.31
11. Li 0.85


No. 7
The following is a quantum chemistry calculation of a 2-piece molecular cluster, CN2O2 overall, from the OMol25 dataset.

Values from the calculation:
HOMO energy (alpha / beta)   0.132 / 0.131 Ha
LUMO energy (alpha / beta)   7.73 / 7.75 eV
Gap between HOMO and LUMO (alpha / beta)   4.151 / 4.175 eV
E_tot   -297.916303 Eh
ΔE to the lowest compared entry with this formula, charge and spin   18.0 kcal per mole
Charge   -2

CARTESIAN COORDINATES (ANGSTROEM)
C: 1.043 0.490 0.256
N: 1.771 0.044 -0.512
N: -1.712 -0.488 -0.993
O: -1.513 -1.109 0.125
O: 0.411 1.064 1.124

What are the Löwdin partial charges on each atom? They are as follows, in elementary charge units:
1. C -0.84
2. N -0.06
3. N -0.37
4. O -0.56
5. O -0.18


No. 8
The following is a quantum chemistry calculation of C14H25HgN5O6S as an isolated structure, from the OMol25 dataset.

Values from the calculation:
HOMO energy   -0.227 Ha
LUMO energy   -0.96 eV
Gap between HOMO and LUMO   5.212 eV
E_tot   -1824.934561 Eh
ΔE to the lowest compared entry with this formula, charge and spin   24.9 kcal per mole

CARTESIAN COORDINATES (ANGSTROEM)
O: 2.122 -3.671 -3.808
H: 2.919 -3.714 -4.363
Hg: 0.290 -0.387 -0.286
N: -0.441 -1.148 1.644
N: -0.780 -2.062 -0.961
N: 1.326 1.365 0.621
N: 1.377 0.413 -1.926
O: -0.217 -0.542 2.777
O: 1.131 1.806 1.957
O: 1.267 -0.181 -3.189
O: -0.862 -2.125 -2.235
C: -1.519 -2.576 0.031
C: -1.390 -2.072 1.395
C: 1.785 2.168 -0.324
C: 1.757 1.657 -1.725
C: -2.170 -2.490 2.558
H: -2.669 -1.624 2.996
H: -1.468 -2.909 3.280
H: -2.880 -3.235 2.234
C: -2.451 -3.572 -0.489
H: -1.854 -4.315 -1.022
H: -3.127 -3.092 -1.200
H: -2.972 -4.000 0.344
C: 2.312 3.502 0.011
C: 2.193 2.456 -2.879
H: 2.596 3.515 1.064
H: 1.544 4.248 -0.196
H: 3.168 3.658 -0.639
H: 1.726 2.072 -3.786
H: 3.275 2.355 -2.931
H: 1.919 3.483 -2.674
H: 0.690 1.012 2.416
H: 0.920 -1.110 -3.018
C: 2.593 -3.400 -2.476
H: 1.739 -3.578 -1.798
H: 2.860 -2.326 -2.396
H: 3.462 -4.054 -2.215
O: 2.422 -1.331 1.112
H: 2.391 -0.359 0.972
H: 1.562 -1.519 1.549
S: -1.665 0.914 -1.017
C: -1.932 1.636 0.511
N: -1.392 2.877 0.775
C: -1.670 3.594 1.907
C: -2.495 3.025 2.855
C: -3.045 1.747 2.656
C: -2.752 1.066 1.480
H: -0.816 3.290 0.051
H: -1.201 4.585 1.968
H: -2.714 3.583 3.758
H: -3.708 1.283 3.394
H: -3.157 0.080 1.240

What are the Löwdin partial charges on each atom? They are as follows, in elementary charge units:
1. O -0.14
2. H 0.08
3. Hg 1.04
4. N -0.29
5. N -0.33
6. N -0.09
7. N -0.10
8. O -0.22
9. O -0.03
10. O -0.01
11. O -0.20
12. C -0.31
13. C -0.30
14. C -0.27
15. C -0.28
16. C -0.04
17. H 0.07
18. H 0.09
19. H 0.06
20. C -0.05
21. H 0.09
22. H 0.09
23. H 0.06
24. C -0.01
25. C -0.01
26. H 0.09
27. H 0.09
28. H 0.09
29. H 0.09
30. H 0.11
31. H 0.08
32. H 0.08
33. H 0.09
34. C -0.16
35. H 0.08
36. H 0.06
37. H 0.09
38. O -0.11
39. H -0.01
40. H 0.00
41. S 0.69
42. C -0.72
43. N 0.05
44. C -0.05
45. C -0.06
46. C -0.02
47. C -0.09
48. H 0.13
49. H 0.14
50. H 0.11
51. H 0.12
52. H 0.11


> Which value of E_tot does entry 8 give?

-1824.934561 Eh


> What is the E_tot in the seventh record?

-297.916303 Eh